(1)
The following is a DFT calculation (ωB97M-V/def2-TZVPD) of a 10-piece molecular cluster, H20O10 overall at a distorted geometry.

XYZ file:
```
30
Properties=species:S:1:pos:R:3:forces:R:3:lowdin_charge:R:1
H 0.565909 -1.388837 0.419622 0.075 0.437 -0.111 0.043
H -0.585688 -0.515099 -0.049895 0.035 -0.051 0.059 0.026
H 1.305187 3.156652 0.146660 0.131 0.001 0.059 0.030
H 1.045092 3.648673 -1.267663 0.097 0.097 0.063 0.026
H 4.724540 -1.955584 0.576224 -0.134 0.265 -0.147 0.071
H 3.907162 -3.178691 0.194198 0.098 -0.216 0.044 0.063
H -4.205482 -3.049263 -0.612499 -0.007 0.065 -0.007 0.045
H -4.037910 -1.999248 -1.698514 0.057 -0.091 0.064 0.037
H -1.699827 2.303889 -1.475517 0.121 -0.240 -0.383 0.064
H -2.426724 0.971625 -1.557577 0.175 -0.356 -0.074 0.078
H -2.706076 2.810680 -0.200571 0.138 0.178 1.027 0.019
H -1.241146 2.724998 0.195256 -0.445 0.200 0.762 0.006
H 3.426288 0.227774 -1.182021 0.245 0.433 0.178 0.039
H 2.937566 -0.956984 -0.364989 0.398 0.215 0.264 0.004
H 0.489073 0.394250 3.428346 -0.066 -0.040 -0.093 0.036
H 0.022047 1.731038 2.876143 -0.098 -0.028 0.085 0.030
H -2.373858 -3.029832 0.707782 -0.013 0.129 0.136 -0.004
H -0.992581 -2.513962 1.076557 -0.514 0.375 0.086 -0.002
H 1.572837 -0.548124 -1.888548 -0.110 0.018 -0.005 0.021
H 0.354990 -0.298835 -2.763044 -0.028 -0.082 0.050 0.053
O -0.292023 -1.048469 0.697278 1.977 0.763 -0.525 -0.079
O 1.511231 3.879808 -0.456318 -0.163 -0.171 -0.115 -0.050
O 4.005718 -2.239691 0.000405 0.585 -3.343 0.671 -0.082
O -3.533189 -2.548345 -1.087991 -0.274 -0.049 -0.276 -0.053
O -1.867455 1.497548 -0.974814 -0.028 -2.154 -2.516 -0.068
O -2.075900 3.131131 0.454546 -0.020 2.344 1.234 -0.085
O 3.553315 -0.216040 -0.335922 -1.078 2.672 -0.958 -0.083
O -0.001852 0.784408 2.696389 0.175 0.414 0.228 -0.057
O -1.921210 -2.444126 1.325074 -1.506 -1.906 0.625 -0.094
O 0.611190 -0.613115 -1.888642 0.177 0.120 -0.424 -0.035
```
Positions in Å, forces in eV/Å.

Computed properties:
Kohn-Sham gap, eV: 8.930
HOMO energy, Eh: -0.336
Structure (SMILES): O.O.O.O.O.O.O.O.O.O
Total charge: 0

---

(2)
The following is a DFT calculation (ωB97M-V/def2-TZVPD) of C18H11Br2MnN5OS5 as an isolated structure.

XYZ file:
```
43
Properties=species:S:1:pos:R:3:forces:R:3:lowdin_spin:R:1
Mn 0.676346 -0.014748 -0.391319 -0.261 -0.468 -0.200 4.708
Br 3.549116 6.069040 -0.053091 0.000 0.002 -0.023 0.000
C 2.515583 4.494364 0.003460 -0.038 0.006 0.075 0.000
C 3.747255 2.330211 0.800039 0.099 0.075 -0.055 0.002
C 3.406389 1.144821 0.012301 0.064 -0.005 -0.178 0.021
N 2.473822 1.143028 -0.891489 -0.114 0.034 0.511 0.034
C 1.190170 2.904157 0.328716 -0.008 0.095 -0.017 0.002
C 1.056394 4.349239 -0.250161 -0.021 -0.013 0.044 0.001
C -0.959332 1.990472 0.754485 -0.077 0.030 0.072 0.009
C -1.842003 3.055610 0.794203 0.007 -0.005 0.051 0.000
C -3.143680 2.799424 0.408537 -0.063 0.053 -0.006 0.004
Br -4.406578 4.187511 0.421041 0.014 -0.005 0.000 0.001
C -3.522384 1.520598 0.022438 -0.010 -0.045 0.031 0.001
C -2.563733 0.530248 0.033537 0.014 -0.010 0.167 0.007
N -1.289098 0.754566 0.390429 -0.003 0.279 -0.249 0.029
H 4.763919 2.678596 0.587598 -0.016 0.021 0.022 0.000
H 3.977863 0.217084 0.081783 -0.036 -0.008 0.053 0.001
H 0.265434 5.074576 -0.360411 0.008 -0.009 -0.058 0.000
H -1.518528 4.027907 1.133918 0.005 -0.006 0.008 0.000
H -4.537179 1.299023 -0.271627 0.007 -0.010 -0.001 0.000
H -2.809108 -0.483899 -0.241131 -0.020 -0.039 -0.059 0.000
N 0.521209 1.851134 -1.847549 0.093 0.040 0.207 0.031
C 1.624665 2.345336 -1.005512 0.098 -0.027 -0.114 0.008
O 0.339842 2.126120 1.131952 0.218 -0.049 0.016 0.022
C 2.038933 3.819121 -1.310121 0.058 -0.010 -0.056 0.002
C 2.617813 3.257875 0.920757 -0.039 0.027 -0.065 0.001
N 3.126505 2.774190 2.085837 0.005 -0.067 0.009 0.007
C 2.247914 4.334295 -2.622676 -0.071 0.067 -0.010 0.000
N 2.371297 4.712374 -3.701337 0.030 -0.042 0.010 0.001
H -0.214293 2.548717 -1.915362 -0.059 -0.072 -0.081 0.001
H 0.867900 1.663955 -2.785451 -0.021 0.000 -0.014 0.002
C 1.639757 -6.056990 0.172207 0.023 0.005 -0.026 0.001
S 0.758142 -5.163208 1.477236 -0.016 -0.042 0.014 0.002
C -0.470809 -4.374597 0.508003 -0.102 -0.005 0.041 0.008
C -0.316705 -3.236827 -0.192947 0.025 0.065 0.018 0.016
S 1.161585 -2.327347 -0.378243 0.149 0.123 -0.066 0.064
S -1.724461 -2.718584 -1.077719 0.009 -0.045 -0.162 0.008
C -2.833320 -3.961675 -0.577465 0.023 0.031 0.076 0.001
S -4.402218 -3.998694 -1.037411 -0.017 0.021 -0.007 0.000
S -2.062469 -5.115609 0.446534 0.054 -0.009 -0.001 0.004
H 2.374550 -6.688455 0.669113 0.003 0.015 0.007 0.000
H 2.148832 -5.359143 -0.489153 -0.009 0.005 0.001 0.000
H 0.954024 -6.685392 -0.391862 -0.004 -0.003 0.013 0.000
```
Positions in Å, forces in eV/Å.

Computed properties:
Spin multiplicity: 6
Kohn-Sham gap (spin up / spin down), eV: 6.368 / 6.228
HOMO energy (spin up / spin down), Eh: -0.270 / -0.270
Expectation value of S²: 8.756
Total charge: 0

---

(3)
The following is a DFT calculation (ωB97M-V/def2-TZVPD) of C12H22N as an isolated structure at a distorted geometry.

XYZ file:
```
35
Properties=species:S:1:pos:R:3:forces:R:3:lowdin_charge:R:1
C 1.653608 0.687975 0.990241 -1.900 -5.082 -1.242 -0.168
C 1.767953 -0.608548 0.546386 -4.283 1.201 0.822 -0.212
C 2.807749 -1.071651 -0.405638 -5.210 -6.570 -0.892 -0.186
C 3.421945 -0.094943 -1.183836 -10.312 2.514 -2.198 -0.321
C 3.853288 0.848387 -0.347410 1.939 10.255 7.998 -0.206
C 2.566838 1.603372 0.514739 3.730 4.464 -2.726 -0.173
H 2.851112 2.152059 1.492071 0.481 -0.024 -2.048 0.139
H 2.130388 2.412279 -0.358696 0.824 -1.925 2.735 0.177
H 4.366833 1.798639 -0.816188 -0.666 -2.118 0.746 0.157
H 4.497637 0.531484 0.564354 -0.602 0.036 -1.821 0.162
H 4.160984 -0.285770 -1.667676 8.245 -3.617 -6.484 0.035
H 2.588339 0.464944 -2.004595 2.145 -1.707 2.098 0.224
H 2.215587 -2.063702 -1.176966 1.766 2.900 2.258 0.219
H 3.398012 -1.628750 0.257310 1.799 -1.109 0.341 0.113
C 0.517055 -1.558899 0.873806 3.441 -1.910 7.970 -0.201
H 0.060516 -1.265494 2.095376 1.603 -0.537 -3.482 0.192
H 0.956845 -2.714743 1.161424 -1.441 3.086 -1.180 0.194
C -0.631288 -1.613297 0.035823 1.401 1.015 -5.419 -0.116
N -0.909695 -0.051779 -0.376095 -11.238 -8.928 5.537 0.202
H -1.387377 -0.009649 -1.154933 -1.938 0.087 -6.226 0.087
C -2.124795 0.362052 0.504635 1.852 1.891 4.813 -0.128
C -3.550206 -0.041597 0.323923 2.227 -4.818 -2.785 -0.337
C -4.036319 0.535158 -1.038803 -1.091 -2.732 -1.854 -0.102
C -4.675922 0.838515 0.405372 6.318 2.305 -2.792 -0.047
H -5.568000 0.541135 0.269230 -6.496 -2.136 0.576 0.042
H -4.373103 1.812434 0.590370 -0.489 1.890 1.002 0.100
H -4.577717 -0.427497 -1.737833 1.415 3.606 2.111 0.180
H -3.448951 1.345827 -1.664199 -1.187 -1.838 1.670 0.130
H -3.701176 -1.215106 0.499872 0.137 2.739 -0.492 0.183
H -2.023576 1.418081 0.614999 -0.368 1.219 -0.752 0.126
H -1.831339 0.171636 1.565103 0.217 -0.721 -0.676 0.136
H -0.152107 0.364177 -0.314819 9.123 5.684 1.014 0.012
H -0.192015 -1.954395 -0.954052 -0.971 -0.062 0.696 0.139
H -1.469793 -2.270836 0.273712 -0.194 0.948 0.278 0.138
H 0.838688 0.988508 1.622985 -0.276 -0.005 0.406 0.112
```
Positions in Å, forces in eV/Å.

Computed properties:
Kohn-Sham gap, eV: 9.661
HOMO energy, Eh: -0.452
Total charge: +1

---

Energy relative to the best compared isomer or geometry (same formula, charge and spin), respectively: 620.6; 772.1; 1078.5 kJ/mol.
Molecular weight, respectively: 180.1; 688.4; 180.3 g/mol.